# 1
28
Properties=species:S:1:pos:R:3:forces:R:3:nbo_charge:R:1 method="wB97M-V/def2-TZVPD" gap_ev=10.1230 e_homo_ev=-9.21 spin_multiplicity=1
C -0.133043 -1.873387 1.262705 -0.2 1.8 0.2 -0.16
C 0.181192 0.674108 1.783521 0.1 -0.1 -0.1 -0.62
C 0.340780 -0.285892 -0.582710 -0.1 3.2 -1.4 -0.24
C -1.920038 -0.111753 0.693636 0.0 0.0 0.0 -0.62
C -0.094322 -1.282524 -1.659202 0.0 -0.1 0.1 -0.61
C 0.292475 1.252342 -1.199815 -0.2 -1.5 0.0 0.06
C -0.789672 1.789209 -1.778310 0.4 -0.5 0.2 -0.45
C 0.907462 -2.307020 1.979166 -0.5 0.4 -0.3 -0.42
C -0.399251 -0.308935 0.754276 0.4 -3.0 1.2 -0.06
C 1.609576 1.979155 -1.191468 0.0 0.1 0.0 -0.66
H -2.181747 0.939101 0.539531 0.1 -0.1 -0.1 0.22
H 1.943058 2.172800 -0.167587 0.1 -0.1 0.0 0.22
H 1.407969 -0.458179 -0.395174 -0.2 0.0 0.2 0.21
H 0.297030 -0.988183 -2.638664 -0.1 0.0 0.2 0.22
H -0.753763 2.758233 -2.272103 0.1 -0.1 0.2 0.20
H -0.119885 1.703404 1.562119 0.0 -0.1 -0.1 0.22
H -0.914841 -2.588621 1.003258 0.0 0.2 0.0 0.19
H -1.738408 1.265013 -1.832128 0.1 0.0 0.0 0.20
H 0.959557 -3.333484 2.335338 0.0 0.1 -0.2 0.20
H 2.377809 1.382361 -1.695329 0.0 0.0 0.1 0.21
H 1.274288 0.647124 1.806079 -0.1 -0.1 0.0 0.21
H -2.381963 -0.410862 1.641702 0.2 0.0 -0.1 0.22
H 1.557293 2.942769 -1.711156 -0.1 -0.2 0.1 0.21
H 1.730347 -1.656247 2.260638 -0.1 0.0 0.0 0.19
H -1.179531 -1.363457 -1.747006 0.1 0.1 0.0 0.20
H 0.303700 -2.278450 -1.440396 -0.1 0.1 0.1 0.22
H -2.389215 -0.698735 -0.099491 0.0 0.0 0.1 0.21
H -0.186855 0.440109 2.788568 0.0 0.0 -0.2 0.22

=====

# 2
35
Properties=species:S:1:pos:R:3:forces:R:3:nbo_charge:R:1 method="wB97M-V/def2-TZVPD" gap_ev=6.3268 e_homo_ev=-11.21 spin_multiplicity=1 charge=+1
I -4.783592 -5.263520 0.758639 0.6 1.4 -0.1 0.30
O 3.310998 1.829786 -2.494164 -0.2 0.0 0.1 -0.63
O -0.237458 -0.194193 -0.640527 -0.8 -1.8 0.6 -0.90
N -4.390341 -0.815111 0.602264 2.0 -2.0 0.0 -0.44
N 0.596272 -1.568551 1.272207 0.2 0.5 -1.4 -0.72
N 3.422593 3.569982 -1.091131 -0.4 -0.2 -0.1 -0.62
C 2.916169 4.579446 -0.182721 0.5 0.0 -0.1 -0.41
C 1.234082 2.553320 -1.558855 -0.1 0.0 0.0 -0.71
C -2.489198 -3.037188 0.582231 -2.0 2.1 0.0 -0.09
C -2.028395 -1.647149 0.510639 -2.6 -0.6 0.2 -0.36
C -4.845592 -2.128257 0.648002 0.4 -0.8 0.1 0.03
C -3.043697 -0.575586 0.540755 1.2 -1.1 -0.2 0.11
C 1.032040 -2.934510 0.778318 0.0 -0.4 0.3 -0.43
C -3.961072 -3.273256 0.660696 1.1 1.8 -0.2 -0.20
C 2.726709 2.611073 -1.759234 0.5 -0.1 -0.2 0.67
C 1.780280 -0.660934 1.018595 0.6 -0.8 -0.2 -0.42
B -0.495186 -1.151371 0.392543 1.0 0.8 -0.1 1.12
H 3.175011 5.563364 -0.578137 -0.2 0.1 0.2 0.20
H 3.401178 4.448839 0.786664 -0.2 0.2 0.1 0.20
H -1.757700 -3.875528 0.554972 -0.8 0.7 0.1 0.27
H -0.531972 -0.637395 -1.464360 0.0 0.9 0.3 0.50
H 2.626344 -0.971694 1.698130 -1.1 0.6 -0.4 0.21
H 2.157276 -2.987319 0.773631 -1.2 0.1 0.0 0.24
H 0.683687 -3.061470 -0.288586 0.5 -0.4 0.9 0.18
H 0.822585 1.741347 -2.153361 0.2 0.0 0.0 0.24
H 1.838799 4.513945 -0.057966 0.1 -0.1 -0.1 0.21
H 1.512098 0.415942 1.135958 0.3 -1.0 -0.1 0.21
H -5.032115 -0.019338 0.619611 0.1 -0.5 0.0 0.46
H 0.677316 -3.758133 1.452301 0.1 0.7 -0.7 0.22
H -5.953804 -2.253003 0.674927 1.2 0.1 0.0 0.26
H 0.773108 3.488144 -1.884092 0.0 0.0 0.2 0.23
H 4.414768 3.545432 -1.275553 -0.1 0.0 0.0 0.41
H 1.004074 2.363977 -0.508846 -0.1 0.1 0.0 0.22
H 2.146590 -0.902289 -0.024847 -0.3 0.9 1.0 0.20
H -2.701856 0.491198 0.501298 -0.6 -1.2 0.0 0.26

=====

# 3
33
Properties=species:S:1:pos:R:3:forces:R:3:nbo_charge:R:1 method="wB97M-V/def2-TZVPD" gap_ev="5.3786 / 5.3798" e_homo_ev="-2.50 / -2.50" spin_multiplicity=1 charge=-1
Bi -2.044421 -0.738759 1.492575 -0.6 -0.3 2.4 1.20
Cl 0.130286 -2.004381 1.553437 0.9 -1.0 -0.4 -0.67
Cl -1.484403 1.683150 1.643715 0.0 1.4 -0.3 -0.64
N 1.980065 0.389988 -0.329715 1.6 -1.0 1.4 -0.43
N 3.556588 -0.737484 1.226891 0.6 -0.4 0.5 -0.48
C -3.269407 0.191782 -1.720832 0.0 0.4 0.1 -0.44
C -2.053926 -0.793879 3.583905 -0.4 -0.3 -0.3 -1.25
C -1.508697 2.006739 -1.972799 0.2 -0.2 0.2 -0.41
C -0.857420 -0.399362 -1.625632 2.1 0.1 -0.4 -0.18
C -0.404132 0.941461 -2.092656 0.0 1.0 -0.1 -0.46
C 2.696626 -0.154944 0.421677 -1.3 1.1 -1.5 0.47
C 4.889938 -1.068037 0.740073 -0.2 0.1 -0.5 -0.38
C -2.099765 -0.721357 -1.415363 -2.1 -1.0 -0.9 -0.23
C -2.834338 1.454160 -2.486709 0.0 -0.1 -0.1 -0.39
C 3.272282 -0.864264 2.651121 -0.5 0.1 0.3 -0.40
H -1.610902 -1.654655 4.098058 -0.2 0.4 0.0 0.19
H -2.714689 1.193000 -3.546214 0.0 0.0 0.0 0.18
H 2.363546 -1.461383 2.798502 0.3 0.1 0.1 0.25
H -1.605255 2.297094 -0.917180 0.0 -0.1 -0.3 0.24
H 5.490907 -1.404820 1.589301 -0.1 0.1 -0.3 0.20
H 0.495870 1.233244 -1.525932 -0.6 -0.1 -0.3 0.27
H -2.374493 -1.747100 -1.130597 0.3 0.5 -0.1 0.20
H 4.838105 -1.867555 -0.012002 0.1 0.1 0.2 0.20
H 3.113610 0.124207 3.108495 0.1 -0.3 0.0 0.20
H -2.443131 0.067526 4.138528 0.3 -0.4 -0.1 0.19
H -3.777429 0.498002 -0.789659 0.2 -0.1 -0.1 0.21
H 4.131694 -1.350747 3.122486 -0.3 0.1 0.0 0.19
H -0.089277 0.886409 -3.149267 0.0 -0.2 0.1 0.18
H -1.221397 2.899803 -2.541282 -0.1 -0.1 0.1 0.19
H 5.363440 -0.193581 0.271737 0.0 -0.2 0.2 0.19
H -3.616127 2.220526 -2.429353 0.0 -0.1 0.0 0.19
H -4.029537 -0.341437 -2.311953 0.2 0.0 0.2 0.20
H -0.043056 -1.101407 -1.421536 -0.4 0.0 0.0 0.23

=====

# 4
35
Properties=species:S:1:pos:R:3:forces:R:3:lowdin_spin:R:1 method="wB97M-V/def2-TZVPD" s2=2.01 gap_ev="7.0363 / 7.0954" e_homo_ev="-15.16 / -15.15" spin_multiplicity=3 charge=+2
Pr -0.218159 -0.235187 0.184677 -5.3 -1.5 -0.5 2.05
I 0.681794 -3.293377 -1.935623 0.1 -0.1 -0.1 0.00
Cl -2.701181 0.378339 0.294825 0.4 0.1 -0.1 -0.02
P -0.149365 1.526531 -2.026466 -0.1 -1.1 2.0 -0.01
O 3.190745 -0.444321 -0.353095 -2.4 0.4 0.2 0.00
N 0.327162 -1.253907 6.459350 -0.3 0.7 -4.1 0.00
N 0.149340 -0.660522 2.360582 0.5 0.1 0.8 -0.01
C 0.121358 -5.005381 -3.160653 -0.4 -0.3 -0.3 0.00
C 0.254986 -1.058789 5.061416 0.5 -1.1 4.3 0.00
C 0.770098 -1.795323 2.818473 -1.1 1.8 3.2 0.00
C -0.415386 0.274051 3.191453 1.1 -2.0 1.6 0.00
C 1.415234 1.754610 -2.819078 -0.3 0.6 -0.7 0.00
C -0.816122 3.086051 -1.458785 0.0 0.4 -0.5 0.00
C 0.825162 -2.004039 4.217559 0.3 -0.2 -3.3 0.00
C -0.367798 0.067197 4.574211 -0.9 1.9 -2.3 0.00
C 2.074360 -0.270297 -0.248426 6.5 -0.3 -1.0 0.00
C -1.328243 0.779985 -3.153472 0.0 0.2 -0.3 0.00
H 0.774846 -2.037655 6.835909 0.6 -1.1 0.5 0.00
H 1.800359 0.796615 -3.158469 0.1 0.0 -0.2 0.00
H -0.937776 -0.167324 -3.541096 -0.1 0.2 -0.1 0.00
H 1.191671 -2.458254 2.093930 0.2 -0.4 -0.3 0.00
H 0.622351 -5.891782 -2.762363 0.0 0.5 0.1 0.00
H 2.113424 2.211421 -2.122512 0.1 0.2 -0.1 0.00
H -0.965968 -5.114285 -3.106720 0.4 0.2 0.1 0.00
H -1.770790 2.945385 -0.940126 0.2 0.0 -0.2 0.00
H -0.882669 1.140336 2.739323 -0.1 0.0 0.0 0.00
H -2.290829 0.599214 -2.660364 0.2 0.2 -0.1 0.00
H 0.443893 -4.806948 -4.187081 0.0 0.2 0.4 0.00
H -1.426160 1.521945 -3.948818 -0.4 -0.3 -0.3 0.00
H -0.945370 3.659004 -2.378807 -0.2 0.6 0.3 0.00
H 1.168611 2.417021 -3.647858 0.8 0.1 -0.4 0.00
H -0.062302 -0.590921 7.069035 -0.5 0.8 0.7 0.00
H 1.322300 -2.888554 4.553188 0.1 -0.3 0.5 0.00
H -0.819390 0.826119 5.205344 0.1 -0.3 0.1 0.00
H -0.106288 3.576641 -0.785763 -0.1 0.1 -0.2 0.00